The following is a DFT calculation (the ωB97M-V functional and the def2-TZVPD basis) of an isolated molecule of C5H10N2O.

## Properties
Gap between HOMO and LUMO ... 10.03 eV
SMILES string ... CNC(=O)N1C[C@H]1C
E_HOMO ... -9.07 eV
Molecular weight ... 114.148 g/mol
Energy relative to the best compared isomer or geometry (same formula, charge and spin) ... 127.5 kcal per mole

Last column: Löwdin charge in e.
Positions of all 18 atoms, in Å:
C (1.777, 1.416, 0.292)  -0.16
C (0.948, -0.899, 0.040)  -0.56
C (-0.973, -1.670, 0.305)  -0.14
C (-1.134, -0.373, -0.494)  -0.14
C (-2.043, 0.853, -0.180)  -0.04
H (0.736, 1.530, 0.728)  0.05
H (2.598, 1.903, 1.088)  0.12
H (1.719, 2.199, -0.751)  0.13
H (2.836, -0.542, -0.514)  0.23
H (-0.220, -2.520, -0.057)  0.13
H (-1.776, -2.219, 0.872)  0.12
H (-0.549, -0.551, -1.337)  0.11
H (-1.553, 1.731, -0.381)  0.03
H (-2.598, 0.974, 0.804)  0.11
H (-2.935, 0.653, -0.760)  0.06
N (1.882, 0.098, -0.317)  -0.06
N (-0.176, -0.523, 0.840)  0.07
O (1.461, -2.062, -0.179)  -0.06